Below is Br2IZn as an isolated structure at a distorted geometry, with properties calculated with ωB97M-V/def2-TZVPD.

Values from the calculation:
Highest occupied orbital energy, Ha: -0.1874
2S+1: 1
Net charge: -1
LUMO energy, hartree: 0.12179
Kohn-Sham gap, eV: 8.4
Strongest force on any atom, eV/Å: 1.24

Geometry (Å):
Zn -0.1454 -0.1065 0.2624
Br -1.7602 -1.7530 -0.0492
Br 0.1399 1.8552 1.5930
I 1.7657 0.0043 -1.8061

Okay, here come the natural (NBO) numbers, in e, for every atom:
1 Zn 1.347
2 Br -0.769
3 Br -0.776
4 I -0.801